CH4NO2P | ωB97M-V with the def2-TZVPD basis set

Bonds (Å) are listed after each position.
CARTESIAN COORDINATES (ANGSTROEM)
1 N -0.899 -1.511 -0.693  C2 1.373, H6 0.966, H7 1.094
2 C -0.529 -0.419 0.052  N1 1.373, O3 1.193, O4 1.453
3 O -1.266 0.078 0.849  C2 1.193
4 O 0.825 0.081 -0.114  C2 1.453, P5 1.782
5 P 1.358 1.251 1.120  O4 1.782, H8 1.387, H9 1.406
6 H -1.860 -1.576 -0.764  N1 0.966
7 H -0.400 -1.739 -1.639  N1 1.094
8 H 2.396 1.597 0.268  P5 1.387
9 H 0.377 2.238 0.920  P5 1.406

Values from the calculation:
Energy relative to the best compared isomer or geometry (same formula, charge and spin) (kJ/mol): 88.1
Frontier orbital gap (eV): 10.11
SMILES: NC(=O)OP
F_max (Eh/bohr): 0.096
LUMO (eV): 0.62
HOMO (Eh): -0.349
Energy (hartree): -587.091378